# 1
Density functional theory data (the ωB97M-V functional and the def2-TZVPD basis) for a cluster of 4 separate species, H8O4 in total.

XYZ file:
```
12
H8O4 (the ωB97M-V functional and the def2-TZVPD basis)
O 8.369 19.410 20.095
H 7.621 19.105 19.582
H 8.596 20.257 19.709
O 6.809 15.945 19.162
H 7.763 16.015 19.120
H 6.492 16.795 18.855
O 5.875 20.893 19.697
H 6.780 21.199 19.633
H 5.346 21.673 19.531
O 6.669 18.678 18.009
H 7.030 18.856 17.140
H 6.488 19.544 18.375
```

Summary:
- HOMO (spin up / spin down): 0.5 / -7.1 eV
- Net charge: -1
- Multiplicity: 2



# 2
Density functional theory data (the ωB97M-V functional and the def2-TZVPD basis) for a cluster of 9 separate species, C49H141N19O16P8 in total.

XYZ file:
```
233
C49H141N19O16P8 (the ωB97M-V functional and the def2-TZVPD basis)
C 1.333 -3.020 -6.144
N 2.703 -3.007 -5.767
C 3.464 -3.956 -6.611
P 3.205 -2.760 -4.145
O 2.791 -3.700 -3.085
N 4.877 -2.377 -4.150
C 5.710 -2.776 -2.903
C 5.625 -1.511 -5.176
N 2.740 -1.200 -3.720
C 2.450 -0.839 -2.374
C 2.600 -0.113 -4.750
H 0.819 -3.824 -5.617
H 1.191 -2.969 -7.224
H 0.761 -2.127 -5.894
H 4.471 -3.564 -6.464
H 3.289 -3.917 -7.686
H 3.457 -4.962 -6.192
H 6.510 -2.044 -2.796
H 5.089 -2.675 -2.013
H 6.132 -3.781 -2.932
H 5.022 -0.677 -5.533
H 6.554 -1.137 -4.745
H 5.862 -2.040 -6.099
H 2.729 -1.662 -1.717
H 3.092 -0.039 -2.005
H 1.423 -0.493 -2.250
H 2.635 -0.408 -5.798
H 3.297 0.705 -4.568
H 1.578 0.238 -4.605
C -6.796 0.732 -2.341
N -6.915 1.493 -1.084
C -7.760 0.865 -0.091
P -5.584 2.250 -0.315
O -4.692 1.270 0.322
N -4.872 3.224 -1.547
C -3.564 2.852 -2.057
C -5.349 4.592 -1.827
N -6.388 3.287 0.785
C -5.730 3.774 2.037
C -7.565 4.037 0.466
H -7.377 1.225 -3.120
H -7.009 -0.337 -2.340
H -5.791 0.786 -2.758
H -7.370 -0.110 0.202
H -8.681 0.542 -0.577
H -8.050 1.414 0.805
H -2.863 2.846 -1.223
H -3.754 1.901 -2.556
H -3.395 3.561 -2.868
H -4.976 5.091 -2.721
H -6.423 4.535 -2.004
H -5.255 5.152 -0.897
H -6.365 4.074 2.871
H -4.916 3.109 2.325
H -5.482 4.815 1.830
H -8.420 3.719 1.063
H -7.762 3.759 -0.569
H -7.665 5.104 0.664
C 5.214 -4.971 3.091
N 4.040 -5.589 3.626
C 4.347 -6.331 4.831
P 2.488 -5.715 2.887
O 1.453 -6.086 3.841
N 2.208 -4.240 2.143
C 1.200 -4.164 1.120
C 2.578 -3.037 2.828
N 2.776 -6.773 1.613
C 2.631 -8.191 1.758
C 3.638 -6.443 0.578
H 5.631 -4.299 3.842
H 5.033 -4.142 2.407
H 5.891 -5.716 2.673
H 3.547 -7.057 4.976
H 4.349 -5.624 5.662
H 5.344 -6.770 4.850
H 1.508 -3.333 0.486
H 1.215 -5.068 0.511
H 0.243 -3.877 1.554
H 3.492 -3.116 3.415
H 2.876 -2.345 2.040
H 1.740 -2.589 3.362
H 2.033 -8.411 2.642
H 2.083 -8.530 0.879
H 3.619 -8.644 1.844
H 3.512 -5.390 0.326
H 3.446 -7.144 -0.235
H 4.613 -6.686 1.002
C 0.318 8.189 4.227
N -0.782 8.073 3.199
C -0.917 9.257 2.346
P -1.853 6.831 3.002
O -3.105 7.353 2.476
N -1.062 5.839 1.909
C 0.341 5.552 1.899
C -1.829 5.205 0.803
N -1.830 6.029 4.458
C -1.954 4.615 4.525
C -2.418 6.760 5.612
H 1.304 8.179 3.761
H 0.385 7.376 4.950
H 0.203 9.124 4.776
H -0.366 9.046 1.429
H -0.580 10.213 2.747
H -1.903 9.310 1.886
H 0.699 6.263 1.155
H 0.747 5.747 2.891
H 0.533 4.527 1.580
H -2.907 5.284 0.942
H -1.502 5.518 -0.188
H -1.701 4.124 0.845
H -1.905 4.161 5.515
H -2.915 4.276 4.139
H -1.163 4.061 4.018
H -2.763 6.202 6.483
H -3.366 7.209 5.315
H -1.729 7.556 5.892
C -3.734 -1.308 3.040
N -4.365 -1.148 4.358
C -5.582 -0.343 4.434
P -3.514 -1.554 5.866
O -4.074 -0.993 7.073
N -3.268 -3.230 5.920
C -2.972 -3.706 7.260
C -4.008 -4.266 5.157
N -2.004 -0.879 5.469
C -1.883 0.618 5.168
C -0.851 -1.350 6.077
H -2.868 -1.937 3.244
H -3.575 -0.320 2.607
H -4.444 -1.851 2.415
H -6.375 -0.877 4.958
H -5.971 -0.138 3.437
H -5.235 0.584 4.892
H -3.908 -3.631 7.813
H -2.548 -4.706 7.176
H -2.158 -3.160 7.737
H -5.076 -4.111 5.315
H -3.900 -4.116 4.083
H -3.676 -5.288 5.337
H -2.461 1.033 5.994
H -0.834 0.898 5.265
H -2.313 0.842 4.191
H -1.045 -1.521 7.136
H 0.036 -0.791 5.779
H -0.522 -2.344 5.774
C 6.784 2.560 3.138
N 7.677 2.402 1.903
C 9.003 3.012 2.067
P 7.025 2.120 0.407
O 6.603 3.323 -0.338
N 8.372 1.248 -0.382
C 9.238 1.779 -1.434
C 8.746 -0.034 0.032
N 5.889 0.843 0.734
C 4.700 0.788 -0.065
C 6.089 -0.374 1.515
H 7.128 1.807 3.847
H 5.808 2.305 2.724
H 6.672 3.535 3.612
H 9.054 3.974 1.556
H 9.832 2.470 1.613
H 9.282 3.100 3.117
H 8.678 1.873 -2.364
H 9.735 2.649 -1.005
H 10.091 1.163 -1.720
H 9.713 -0.304 -0.393
H 8.994 0.021 1.092
H 7.984 -0.807 -0.065
H 4.894 0.541 -1.109
H 3.958 0.076 0.295
H 4.250 1.780 -0.028
H 5.398 -0.413 2.358
H 7.008 -0.194 2.073
H 6.150 -1.360 1.055
C -1.571 -0.042 -3.876
C -1.945 1.011 -4.879
O -0.898 1.757 -5.402
P -1.056 3.091 -6.283
O 0.212 3.643 -6.866
O -2.252 2.644 -7.370
C -2.331 3.468 -8.562
C -3.302 2.805 -9.516
O -1.863 4.193 -5.309
C -1.152 5.076 -4.438
C -1.646 6.560 -4.449
H -0.864 -0.843 -4.094
H -1.109 0.436 -3.012
H -2.518 -0.403 -3.474
H -2.368 0.545 -5.769
H -2.702 1.710 -4.525
H -2.380 4.523 -8.291
H -1.462 3.434 -9.220
H -3.032 1.756 -9.638
H -4.341 2.794 -9.189
H -3.329 3.322 -10.474
H -1.122 4.724 -3.407
H -0.151 5.236 -4.839
H -2.636 6.620 -3.996
H -0.981 7.237 -3.913
H -1.913 7.074 -5.373
C -4.383 -1.708 -1.129
C -4.690 -3.167 -1.751
O -3.473 -3.529 -2.353
P -2.140 -4.221 -1.599
O -1.295 -3.319 -0.725
O -2.836 -5.522 -0.924
C -2.344 -5.935 0.350
C -1.383 -7.087 0.296
O -1.316 -4.875 -2.877
C 0.066 -4.958 -2.962
C 0.473 -6.166 -3.857
H -4.176 -1.157 -2.047
H -5.201 -1.206 -0.614
H -3.516 -1.600 -0.478
H -4.727 -3.957 -1.002
H -5.449 -3.163 -2.533
H -1.973 -5.085 0.923
H -3.197 -6.263 0.944
H -1.761 -8.100 0.156
H -0.678 -7.027 -0.533
H -0.803 -7.108 1.219
H 0.375 -3.974 -3.314
H 0.534 -5.040 -1.981
H -0.292 -6.941 -3.886
H 0.611 -5.760 -4.859
H 1.485 -6.559 -3.751
C -1.143 -0.271 0.612
N 0.059 0.478 1.105
O 1.106 -0.123 1.081
O -0.082 1.685 1.462
H -0.907 -0.597 -0.401
H -2.012 0.368 0.771
H -1.218 -1.302 0.957
```

Summary:
- HOMO: -7.8 eV
- SMILES: CN(C)P(=O)(N(C)C)N(C)C.CN(C)P(=O)(N(C)C)N(C)C.CN(C)P(=O)(N(C)C)N(C)C.CN(C)P(=O)(N(C)C)N(C)C.CN(C)P(=O)(N(C)C)N(C)C.CN(C)P(=O)(N(C)C)N(C)C.CCOP(=O)(OCC)OCC.CCOP(=O)(OCC)OCC.C[N+](=O)[O-]



# 3
Density functional theory data (the ωB97M-V functional and the def2-TZVPD basis) for an isolated molecule of C3H2ClN3O.

XYZ file:
```
10
C3H2ClN3O (the ωB97M-V functional and the def2-TZVPD basis)
O 2.113 -0.756 -0.014
C 0.775 -0.847 -0.008
C 0.000 0.244 0.033
N 0.477 1.592 -0.003
N -0.560 2.317 -0.029
N -1.765 1.613 -0.021
C -1.417 0.355 0.082
Cl -2.437 -1.016 -0.019
H 2.478 -1.641 -0.028
H 0.336 -1.860 0.008
```

Summary:
- HOMO: -10.1 eV
- SMILES: O/C=C1\N=NN=C1Cl



# 4
Density functional theory data (the ωB97M-V functional and the def2-TZVPD basis) for a structure of composition C5H8O.

XYZ file:
```
14
C5H8O (the ωB97M-V functional and the def2-TZVPD basis)
C -0.175 1.657 0.268
C 0.335 0.232 0.272
C 0.494 -0.444 -1.125
C 0.136 -1.659 -0.294
O 0.813 -2.633 -0.078
C -0.691 -0.865 0.695
H -1.104 1.678 -0.315
H -0.404 2.016 1.275
H 0.532 2.344 -0.206
H 1.260 0.028 0.826
H 1.471 -0.479 -1.609
H -0.276 -0.062 -1.806
H -0.693 -1.247 1.717
H -1.698 -0.565 0.379
```

Summary:
- HOMO: -9.4 eV



| no. | calculated total energy (Eh) | strongest force on any atom (Eh/bohr) |
| --- | --- | --- |
| 1 | -305.7247 | 0.02521 |
| 2 | -6926.7015 | 0.09817 |
| 3 | -815.1378 | 0.03359 |
| 4 | -270.5166 | 0.01223 |